Computed, not measured: a structure of composition C21H29N3OS at a distorted geometry, with ωB97M-V/def2-TZVPD.

Element x y z (Å)
O: 1.258 2.943 -1.742
C: 0.956 2.610 -0.725
N: 1.658 1.871 0.049
H: 1.173 1.438 0.931
C: 2.861 1.162 -0.435
H: 3.336 2.149 -0.539
C: 3.421 0.564 1.088
H: 4.561 0.652 0.611
H: 3.313 1.349 1.702
C: 2.980 -0.765 1.180
N: 1.802 -0.832 0.288
C: 0.480 -1.036 0.593
N: -0.296 -1.922 -0.216
H: -0.003 -1.965 -0.979
C: -1.754 -1.717 -0.019
H: -1.987 -1.508 1.289
H: -2.121 -2.852 -0.059
C: -2.464 -0.694 -0.688
C: -3.789 -0.467 -0.516
C: -4.867 -1.066 -1.198
C: -6.232 -1.074 -1.093
C: -6.722 -0.394 0.338
C: -5.674 0.161 1.108
C: -4.386 0.053 0.911
H: -3.598 0.591 1.177
H: -5.905 0.523 1.969
H: -7.644 -0.639 0.426
H: -6.872 -1.327 -1.717
H: -4.597 -1.601 -2.132
H: -2.245 -0.928 -1.752
H: -1.947 0.438 -0.626
S: 0.103 -0.595 2.075
C: 2.325 -0.985 -1.094
C: 2.809 0.250 -1.502
H: 3.815 0.236 -1.859
H: 2.260 1.032 -2.222
H: 1.470 -1.232 -1.938
C: 3.335 -2.113 -1.048
C: 4.494 -1.916 -0.341
H: 4.973 -0.949 -0.538
C: 4.079 -1.901 1.232
H: 4.681 -1.534 1.995
H: 3.444 -2.809 1.412
H: 5.129 -2.963 -0.404
H: 3.575 -2.065 -2.422
H: 3.014 -3.162 -1.134
H: 2.601 -0.864 2.240
C: -0.340 3.025 -0.141
C: -1.261 2.635 0.812
C: -0.637 3.843 1.253
H: 0.408 3.739 1.764
H: -1.004 4.756 1.280
H: -0.777 1.674 1.261
H: -2.295 2.545 0.930
H: -0.897 3.636 -0.835

The HOMO-LUMO gap comes out at 8.430 eV. As for the charge: 0. As for the highest occupied orbital energy: -8.29 eV.

Calculated atomic charges, method Löwdin, unit e: 0.17 -0.65 0.10 0.13 -0.25 0.16 -0.05 0.17 0.07 -0.38 -0.08 -0.75 0.08 -0.06 -0.25 0.14 0.17 -0.29 -0.18 -0.10 0.04 0.08 -0.14 0.03 0.04 0.04 0.01 0.00 0.11 0.14 0.19 0.81 -0.31 -0.18 0.13 0.19 0.20 -0.23 -0.22 0.10 -0.05 0.09 0.13 0.17 0.21 0.12 0.11 -0.17 -0.25 -0.03 0.14 0.04 0.07 0.09 0.13

=====

Computed, not measured: a cluster of 8 separate species, C32H40F24O16 in total at a distorted geometry, with ωB97M-V/def2-TZVPD.

Element x y z (Å)
C: 4.060 3.626 -1.191
C: 3.643 5.081 -1.150
O: 4.172 5.679 0.051
C: 3.925 6.914 0.436
O: 3.331 7.727 -0.238
C: 4.576 7.198 1.788
F: 3.651 7.172 2.761
F: 5.462 6.330 2.105
F: 5.230 8.406 1.802
H: 3.458 3.253 -2.019
H: 3.703 3.182 -0.261
H: 5.085 3.611 -1.560
H: 2.562 5.112 -1.287
H: 3.906 5.637 -2.049
C: 5.297 1.597 -5.496
C: 5.127 0.093 -5.280
O: 4.648 -0.052 -3.933
C: 4.527 -1.299 -3.472
O: 4.866 -2.295 -4.049
C: 4.070 -1.418 -2.009
F: 2.908 -2.035 -1.887
F: 5.018 -2.153 -1.411
F: 4.011 -0.244 -1.369
H: 4.340 2.107 -5.602
H: 5.843 1.873 -6.397
H: 5.973 1.846 -4.677
H: 6.162 -0.248 -5.291
H: 4.594 -0.422 -6.079
C: 1.102 -3.525 6.297
C: 1.409 -3.604 4.881
O: 0.713 -4.741 4.398
C: 1.230 -5.958 4.460
O: 2.376 -6.203 4.955
C: 0.274 -7.105 4.043
F: 0.664 -8.204 4.700
F: -1.017 -6.927 4.305
F: 0.441 -7.258 2.700
H: 1.698 -4.259 6.841
H: 0.034 -3.627 6.489
H: 1.305 -2.524 6.678
H: 2.450 -3.758 4.600
H: 1.000 -2.751 4.339
C: -3.212 5.798 -6.519
C: -3.482 4.405 -7.073
O: -3.207 3.477 -5.956
C: -3.822 2.269 -5.854
O: -4.786 2.015 -6.536
C: -3.251 1.397 -4.683
F: -3.075 0.164 -5.119
F: -2.068 1.807 -4.242
F: -4.182 1.395 -3.712
H: -4.202 6.130 -6.208
H: -3.009 6.387 -7.414
H: -2.508 5.886 -5.691
H: -2.882 4.006 -7.891
H: -4.490 4.472 -7.481
C: -2.861 -1.159 5.334
C: -3.067 -2.608 5.533
O: -3.234 -2.880 6.965
C: -3.601 -4.112 7.355
O: -3.745 -5.068 6.657
C: -3.752 -4.270 8.866
F: -3.608 -3.034 9.376
F: -4.970 -4.752 9.154
F: -2.848 -5.085 9.429
H: -2.490 -1.009 4.321
H: -2.092 -0.872 6.051
H: -3.716 -0.522 5.563
H: -2.168 -3.057 5.111
H: -3.895 -3.076 5.000
C: -3.440 2.125 3.727
C: -3.226 3.700 3.555
O: -2.023 4.125 3.043
C: -1.619 3.847 1.738
O: -2.268 3.241 0.872
C: -0.210 4.390 1.324
F: 0.710 3.398 1.384
F: -0.293 4.911 0.040
F: 0.255 5.305 2.161
H: -4.415 2.016 4.203
H: -2.662 1.569 4.249
H: -3.433 1.644 2.748
H: -3.190 4.176 4.535
H: -4.072 4.097 2.994
C: -1.682 -2.535 -3.571
C: -2.072 -4.016 -3.581
O: -1.692 -4.726 -4.805
C: -1.455 -6.145 -4.733
O: -1.386 -6.841 -3.692
C: -1.157 -6.714 -6.098
F: -1.642 -5.848 -6.987
F: 0.159 -6.742 -6.245
F: -1.624 -7.909 -6.417
H: -0.742 -2.357 -4.095
H: -1.837 -2.042 -2.611
H: -2.442 -2.115 -4.229
H: -3.151 -4.142 -3.663
H: -1.849 -4.571 -2.670
C: 0.932 -0.306 2.465
C: 1.480 -0.592 1.088
O: 0.561 -0.170 0.041
C: 0.612 1.068 -0.616
O: 1.614 1.811 -0.612
C: -0.452 1.178 -1.753
F: 0.048 0.815 -2.986
F: -1.467 0.389 -1.389
F: -1.008 2.330 -1.858
H: 0.953 0.778 2.582
H: 1.567 -0.657 3.278
H: -0.117 -0.584 2.563
H: 1.651 -1.639 0.838
H: 2.483 -0.198 0.924

The HOMO-LUMO gap (spin up / spin down) comes out at 2.678 / 7.341 eV. As for the charge: -1. Its spin multiplicity is 2. Its expectation value of S² is 0.75. As for the highest occupied orbital energy (spin up / spin down): -0.70 / -5.37 eV.

Results of the Löwdin charge analysis, in e, for atoms 1 through 99: -0.06 -0.21 0.04 -0.39 0.15 -0.57 0.16 0.21 0.13 0.08 0.08 0.07 0.12 0.12 -0.06 -0.21 0.04 -0.38 0.16 -0.55 0.19 0.15 0.17 0.08 0.07 0.08 0.12 0.13 -0.06 -0.22 0.02 -0.31 0.09 -0.52 0.16 0.18 0.15 0.09 0.08 0.09 0.14 0.12 -0.06 -0.19 0.00 -0.34 0.14 -0.55 0.17 0.18 0.17 0.07 0.08 0.09 0.12 0.11 -0.08 -0.20 0.02 -0.39 0.18 -0.53 0.15 0.16 0.17 0.09 0.09 0.08 0.12 0.13 -0.05 -0.23 -0.01 -0.27 0.13 -0.49 0.14 0.12 0.16 0.07 0.05 0.07 0.12 0.12 -0.04 -0.20 -0.02 -0.25 0.12 -0.60 0.16 0.18 0.19 0.09 0.08 0.06 0.12 0.11 -0.08

=====

Computed, not measured: a cluster of 9 separate species, C40H45N9 in total at a distorted geometry, with ωB97M-V/def2-TZVPD.

Element x y z (Å)
C: 7.137 -1.006 5.199
C: 7.221 -2.023 4.237
C: 6.664 -1.313 3.094
N: 6.378 0.030 3.362
C: 6.600 0.155 4.645
H: 7.480 -1.224 6.199
H: 7.529 -3.058 4.238
H: 6.448 -1.799 2.154
H: 6.189 0.780 2.713
H: 6.515 1.148 5.063
C: -4.371 5.956 0.357
C: -4.967 4.829 1.012
C: -4.632 3.700 0.197
N: -3.760 4.137 -0.783
C: -3.648 5.512 -0.704
H: -4.372 7.002 0.626
H: -5.446 4.879 1.979
H: -5.024 2.694 0.194
H: -3.360 3.562 -1.510
H: -3.233 6.138 -1.481
C: -7.148 -3.251 3.194
C: -6.742 -2.202 2.354
C: -6.633 -2.712 1.086
N: -7.224 -3.943 1.094
C: -7.608 -4.276 2.367
H: -7.320 -3.182 4.258
H: -6.659 -1.165 2.642
H: -6.107 -2.262 0.257
H: -7.351 -4.627 0.363
H: -8.087 -5.206 2.633
C: 1.234 8.760 -4.008
C: 1.186 7.737 -3.064
C: 1.220 6.461 -3.644
N: 1.134 6.758 -4.976
C: 1.214 8.109 -5.243
H: 1.361 9.831 -3.944
H: 1.128 8.088 -2.044
H: 1.273 5.483 -3.188
H: 1.140 6.125 -5.763
H: 1.243 8.397 -6.284
C: -2.688 -9.642 0.500
C: -3.787 -8.876 0.084
C: -3.445 -7.598 0.178
N: -2.201 -7.478 0.680
C: -1.737 -8.788 1.033
H: -2.701 -10.720 0.424
H: -4.760 -9.248 -0.203
H: -4.026 -6.705 -0.001
H: -1.843 -6.546 0.836
H: -0.756 -9.042 1.407
C: 0.763 0.072 -0.091
C: -0.512 -0.416 -0.315
C: -0.816 -1.770 0.003
N: 0.009 -2.575 0.732
C: 1.285 -2.055 0.949
C: 1.681 -0.770 0.477
H: 1.004 1.102 -0.308
H: -1.251 0.249 -0.736
H: -1.785 -2.247 0.008
H: 2.026 -2.599 1.516
H: 2.688 -0.425 0.660
C: 6.483 3.457 -4.050
C: 7.143 2.272 -3.795
C: 7.031 1.684 -2.564
N: 6.304 2.219 -1.550
C: 5.623 3.352 -1.863
C: 5.720 4.050 -3.013
H: 6.517 3.991 -4.988
H: 7.697 1.843 -4.617
H: 7.350 0.665 -2.404
H: 5.143 3.886 -1.056
H: 5.299 5.027 -3.201
C: -1.707 1.320 -8.049
C: -2.709 2.327 -8.008
C: -2.897 2.996 -6.823
N: -2.060 2.801 -5.772
C: -1.040 1.947 -5.815
C: -0.858 1.203 -6.928
H: -1.462 0.733 -8.922
H: -3.420 2.394 -8.818
H: -3.587 3.792 -6.587
H: -0.349 1.827 -4.993
H: 0.051 0.655 -7.125
C: 0.585 -4.482 6.662
C: -0.526 -4.514 7.531
C: -0.560 -3.588 8.621
N: 0.515 -2.779 8.960
C: 1.630 -2.860 8.220
C: 1.662 -3.631 7.074
H: 0.555 -4.934 5.682
H: -1.296 -5.251 7.354
H: -1.452 -3.624 9.230
H: 2.381 -2.143 8.519
H: 2.484 -3.580 6.375

The HOMO-LUMO gap comes out at 7.924 eV. As for the charge: 0. The SMILES is c1cc[nH]c1.c1cc[nH]c1.c1cc[nH]c1.c1cc[nH]c1.c1cc[nH]c1.c1ccncc1.c1ccncc1.c1ccncc1.c1ccncc1. As for the highest occupied orbital energy: -7.89 eV.

Calculated atomic charges, method Löwdin, unit e: -0.14 -0.07 -0.13 0.02 -0.20 0.09 0.09 0.08 0.16 0.11 -0.14 -0.09 -0.12 0.00 -0.16 0.09 0.08 0.09 0.14 0.11 -0.11 -0.13 -0.15 -0.01 -0.13 0.09 0.09 0.10 0.15 0.10 -0.12 -0.14 -0.11 -0.03 -0.13 0.09 0.09 0.10 0.14 0.10 -0.12 -0.14 -0.19 0.01 -0.09 0.09 0.10 0.11 0.14 0.09 -0.11 -0.07 -0.14 0.04 -0.11 -0.09 0.11 0.09 0.09 0.09 0.09 -0.07 -0.09 -0.15 0.06 -0.18 -0.08 0.10 0.10 0.10 0.10 0.10 -0.05 -0.07 -0.14 0.04 -0.18 -0.10 0.10 0.10 0.10 0.10 0.10 -0.06 -0.08 -0.11 0.04 -0.17 -0.08 0.10 0.09 0.09 0.10 0.09

=====

Computed, not measured: a structure of composition C2H9N3 at a distorted geometry, with ωB97M-V/def2-TZVPD.

Element x y z (Å)
C: -1.814 0.766 0.320
C: -1.056 -0.527 0.111
N: -1.760 -1.656 0.231
H: -1.188 -2.445 -0.084
H: -0.348 -0.460 -0.777
H: -2.014 0.903 1.385
H: -2.768 0.751 -0.210
H: -1.215 1.610 -0.025
N: 2.529 0.682 -0.508
N: 1.654 -0.112 0.169
H: 3.382 0.308 -0.912
H: 2.560 1.651 -0.217
H: 1.768 -1.076 -0.155
H: 0.268 -0.394 0.671

The HOMO-LUMO gap (spin up / spin down) comes out at 8.916 / 6.823 eV. As for the charge: 0. As for the highest occupied orbital energy (spin up / spin down): -8.47 / -6.91 eV.

Calculated atomic charges, method Löwdin, unit e: -0.13 -0.51 0.03 0.02 0.08 0.06 0.07 0.06 -0.01 -0.07 0.10 0.09 0.07 0.15

=====

Values for E_tot, eV, ordered as above
-39583.2765; -131810.5854; -55614.2484; -6684.4638